Record 1
The following is a DFT calculation (ωB97M-V with the def2-TZVPD basis set) of a molecular structure, C31H45BrN2P2Pb at a distorted geometry.

Structure (XYZ):
```
82
Properties=species:S:1:pos:R:3
C -0.65218 7.04745 -4.08577
C -0.82888 5.66275 -4.32897
C -1.14068 5.28015 -5.65727
C -1.25538 6.26925 -6.63877
N -1.08778 7.58345 -6.40877
C -0.79188 7.94585 -5.14817
C -0.69938 4.70205 -3.28877
C -0.58758 3.87175 -2.38967
C -0.45798 2.91055 -1.34877
C 0.60772 2.98535 -0.41617
C 0.72972 2.03655 0.60393
C -0.19758 0.97725 0.74453
C -1.25848 0.91005 -0.18907
C -1.39108 1.85085 -1.21517
Pb -0.01488 -0.37805 2.21213
P 1.87562 -1.28405 1.18943
H -1.28848 4.22485 -5.90477
H -0.41008 7.40225 -3.07977
H -1.49678 5.98585 -7.67257
H -0.65728 9.02225 -4.97297
H -2.21858 1.77915 -1.92867
H 1.33522 3.79875 -0.50577
H -1.99728 0.10345 -0.11417
H 1.56552 2.12365 1.30813
C 2.17182 -2.94645 1.96973
C 3.15552 -3.92535 1.31693
H 1.16582 -3.40135 2.02173
H 2.44152 -2.71185 3.01583
H 3.39762 -4.73585 2.02733
H 2.72152 -4.39495 0.41753
H 4.10182 -3.44125 1.02763
C 1.77062 -1.55035 -0.64787
C 2.84432 -0.92975 -1.55097
H 0.77322 -1.16825 -0.92927
H 1.70772 -2.64565 -0.78607
H 2.58522 -1.10575 -2.61017
H 2.90802 0.16215 -1.40567
H 3.84532 -1.35515 -1.37587
C 3.37152 -0.22135 1.49083
C 4.76092 -0.87095 1.46123
H 3.18192 0.21315 2.48813
H 3.29502 0.60545 0.75923
H 5.53382 -0.09665 1.61393
H 4.86872 -1.60585 2.27663
H 4.97742 -1.37785 0.50693
Br 0.21672 -2.09655 4.07273
P -2.69648 -3.97205 -2.13087
C -0.81888 -4.01865 -1.99357
C -0.21518 -5.42225 -2.14347
H -0.50758 -3.54885 -1.03947
H -0.43808 -3.36905 -2.80417
H 0.85602 -5.36535 -2.40887
H -0.29708 -6.00645 -1.21077
H -0.73428 -5.99055 -2.93527
C -3.17508 -3.64115 -0.34397
C -4.58658 -4.11205 0.02983
H -3.10068 -2.54425 -0.21487
H -2.42098 -4.09465 0.32963
H -4.66738 -4.28925 1.11743
H -5.34578 -3.36025 -0.25027
H -4.84608 -5.05715 -0.47817
C -2.89498 -2.21485 -2.76727
C -3.16058 -2.14295 -4.27647
H -2.00238 -1.61735 -2.49487
H -3.74948 -1.78195 -2.21347
H -3.64138 -1.18625 -4.54887
H -2.22438 -2.21855 -4.85847
H -3.82238 -2.96465 -4.60237
C 0.04522 2.71695 7.81053
C 0.06722 2.08685 6.45043
C 1.24952 1.52305 5.96033
C 1.24662 0.87965 4.72123
N 0.10162 0.80755 3.98303
C -1.05288 1.37705 4.42723
C -1.09308 2.02525 5.66873
H 0.33682 1.95835 8.56963
H 0.76142 3.56265 7.84963
H -0.96788 3.09025 8.07123
H 2.15772 1.54905 6.55023
H 2.14842 0.39905 4.38363
H -1.96138 1.29055 3.84603
H -2.02718 2.44095 6.02193
```

Properties
2S+1   1
Relative energy (zero: lowest compared OMol25 entry of this formula, charge and spin)   0.000 eV
Gap between HOMO and LUMO   4.328 eV
Energy   -129705.9368 eV
Charge   +2

Record 2
The following is a DFT calculation (ωB97M-V with the def2-TZVPD basis set) of a molecular structure, C41H38N8O2PPdS.

Structure (XYZ):
```
92
Properties=species:S:1:pos:R:3
Pd -1.26024 -0.63269 -1.49917
N -5.09110 -1.35347 0.48315
C -3.76450 -1.31001 0.66277
N -3.18622 -1.15388 -0.50440
C -4.22544 -1.09854 -1.38009
N -5.40557 -1.21437 -0.81872
C -3.97983 -0.87644 -2.80998
C -5.00034 -0.77651 -3.74701
N -4.74986 -0.52979 -5.02595
C -3.47402 -0.38941 -5.37186
C -2.44342 -0.49313 -4.44855
N -2.69996 -0.73556 -3.16748
H -5.81957 -1.47252 1.16741
H -3.26008 -1.37589 1.61308
H -6.03353 -0.89344 -3.44455
H -3.26202 -0.18473 -6.41369
H -1.40263 -0.37060 -4.71968
O 0.41280 -0.13832 -3.03605
S 1.90332 -0.33353 -3.12739
C 2.11325 -2.01997 -3.69307
C 1.01094 -2.85409 -3.77912
C 1.19266 -4.16116 -4.21275
C 2.45906 -4.61130 -4.55698
C 3.55409 -3.75912 -4.47424
C 3.38488 -2.45330 -4.04270
C 2.57895 -0.56110 -1.51389
C 3.64310 0.25067 -1.16270
C 4.39372 0.01403 -0.03468
C 4.26584 -1.21938 0.80468
C 2.89887 -1.89358 0.69135
C 2.02593 -1.56376 -0.56938
H 0.03126 -2.47721 -3.51107
H 0.34213 -4.82605 -4.28515
H 2.59488 -5.62837 -4.89973
H 4.53792 -4.11048 -4.75466
H 4.23070 -1.77824 -3.98189
H 3.90802 1.07784 -1.81238
H 5.19691 0.69800 0.21342
H 5.00293 -1.93618 0.41134
H 2.98866 -2.97029 0.84230
H 1.64799 -2.45188 -1.07684
N -0.70741 -0.00351 1.50120
P -1.05408 1.55535 1.42400
C -2.13796 2.06833 0.06849
C -1.61134 2.31698 -1.20038
C -2.45732 2.56986 -2.27078
C -3.83265 2.56550 -2.08580
C -4.36410 2.31224 -0.82758
C -3.52090 2.06570 0.24586
C 0.39116 2.64101 1.29980
C 0.32342 3.95250 0.83163
C 1.46005 4.74615 0.81541
C 2.67125 4.23525 1.26187
C 2.74611 2.93026 1.72785
C 1.61011 2.13564 1.74814
C -1.89878 1.93364 2.96112
C -2.13680 0.93132 3.89677
C -2.79188 1.23820 5.08118
C -3.20769 2.53776 5.33195
C -2.96505 3.53998 4.40122
C -2.30929 3.23944 3.21856
H -0.53907 2.31904 -1.35376
H -2.03947 2.76419 -3.25026
H -4.49194 2.76586 -2.92118
H -5.43643 2.31721 -0.67927
H -3.94235 1.87693 1.22660
H -0.61476 4.35730 0.47180
H 1.40151 5.76396 0.45312
H 3.55635 4.85794 1.24853
H 3.68893 2.53295 2.08216
H 1.66234 1.11583 2.11033
H -1.79347 -0.07364 3.69011
H -2.97234 0.46140 5.81274
H -3.71672 2.77336 6.25723
H -3.28281 4.55513 4.59772
H -2.11872 4.02553 2.49707
N -0.08978 -0.45071 0.29726
C 1.04285 -1.00873 0.44320
N 1.84230 -1.28167 1.52121
C 4.66144 -0.91185 2.25428
C 4.63101 -2.09690 3.22294
O 3.50063 -2.10804 4.07422
C 2.31285 -2.66167 3.55802
C 1.39923 -1.66521 2.86190
H 4.00537 -0.13536 2.65710
H 5.66897 -0.49018 2.23631
H 5.48559 -2.03935 3.89515
H 4.70568 -3.05090 2.68321
H 1.76026 -3.04341 4.41772
H 2.53600 -3.52074 2.91343
H 1.30281 -0.77860 3.49178
H 0.40640 -2.11349 2.78512
```

Properties
2S+1   3
Relative energy (zero: lowest compared OMol25 entry of this formula, charge and spin)   0.175 eV
Gap between HOMO and LUMO (alpha / beta)   7.108 / 6.653 eV
Energy   -82745.9331 eV
Charge   +1

Record 3
The following is a DFT calculation (ωB97M-V with the def2-TZVPD basis set) of 2 unconnected molecules or ions with the total composition C29H53N3O2S at a distorted geometry.

Structure (XYZ):
```
88
Properties=species:S:1:pos:R:3
C 0.56786 -1.08498 1.65119
C 1.24538 0.22138 1.19223
S 0.35036 0.90729 -0.23322
C 1.05470 -0.10441 -1.59346
C 0.00140 -0.30430 -2.64545
N -0.97689 0.57360 -2.68477
N -1.89126 0.38726 -3.59826
C -3.01359 1.37316 -3.56162
C -3.84611 1.06398 -2.28372
C -5.31968 0.72553 -2.59932
C -6.05830 2.08050 -2.87649
C -5.88547 0.03823 -1.34258
C -7.11685 -0.87322 -1.64028
C -6.91529 -2.32173 -1.21195
C -6.11046 -3.19962 -1.82706
C -6.59152 -4.61538 -2.05620
C -4.69478 -2.90205 -2.30942
C -1.93617 -0.55643 -4.51417
C -0.92870 -1.50566 -4.51761
C 0.03012 -1.37961 -3.55865
C 1.15425 -2.38488 -3.48302
C 0.88066 -3.52852 -2.46422
C -0.58285 -3.92051 -2.33180
O -1.10480 -4.59458 -3.46740
H 1.10116 -1.55908 2.47424
H 0.52179 -1.75977 0.79089
H -0.46311 -0.87319 1.93683
H 2.27053 -0.01830 0.90208
H 1.29579 0.92637 2.01915
H 1.30363 -1.06526 -1.14766
H 1.91478 0.42264 -2.00721
H -2.58261 2.36453 -3.44452
H -3.60934 1.28362 -4.46357
H -3.42407 0.17118 -1.81198
H -3.77123 1.86772 -1.55385
H -5.41828 0.10572 -3.49564
H -5.39950 2.90396 -2.59829
H -6.25538 2.20217 -3.94305
H -6.98053 2.13003 -2.30106
H -6.11071 0.83467 -0.62921
H -5.11437 -0.58604 -0.89692
H -7.38980 -0.84641 -2.69356
H -7.94091 -0.50352 -1.02887
H -7.46191 -2.68120 -0.34042
H -6.00192 -5.36129 -1.50648
H -6.47798 -4.85376 -3.11669
H -7.63572 -4.72090 -1.77198
H -4.69814 -2.40531 -3.29164
H -4.15913 -3.84581 -2.42155
H -4.18027 -2.28532 -1.57634
H -2.74727 -0.58693 -5.22271
H -0.93455 -2.31539 -5.23063
H 1.36271 -2.76378 -4.48585
H 2.06200 -1.86770 -3.16700
H 1.45637 -4.42253 -2.70556
H 1.20009 -3.16169 -1.48572
H -1.22697 -3.06963 -2.06982
H -0.67927 -4.61616 -1.49373
H -0.55227 -4.44351 -4.24058
C 4.01697 3.53668 5.51818
C 4.20547 2.16439 4.82807
C 5.23282 1.33113 5.60057
C 6.67833 1.77123 5.38184
C 6.99533 1.86104 3.89123
C 6.01092 2.74471 3.12333
N 4.59241 2.36326 3.39730
O 4.31733 1.27867 2.73373
C 6.25438 4.22219 3.48823
C 6.32445 2.66577 1.63037
C 2.84406 1.47852 4.94252
H 3.65004 4.28527 4.81494
H 3.28249 3.47263 6.32040
H 4.92882 3.91313 5.97888
H 5.14582 0.28022 5.30473
H 4.99717 1.36327 6.66663
H 6.86807 2.72977 5.87197
H 7.35128 1.05245 5.85274
H 8.01031 2.23970 3.75448
H 6.98861 0.85007 3.47036
H 5.50163 4.86658 3.03146
H 7.22928 4.54292 3.12097
H 6.26361 4.41629 4.55742
H 6.30211 1.64426 1.25307
H 7.32355 3.05570 1.43946
H 5.61732 3.26167 1.04969
H 2.07888 2.02491 4.38606
H 2.53660 1.43800 5.98642
H 2.86636 0.45043 4.58106
```

Properties
2S+1   2
Gap between HOMO and LUMO   6.035 eV
Energy   -50323.0402 eV
Charge   +1

Record 4
The following is a DFT calculation (ωB97M-V with the def2-TZVPD basis set) of 7 unconnected molecules or ions with the total composition H14O7 at a distorted geometry.

Structure (XYZ):
```
21
Properties=species:S:1:pos:R:3
O -1.82357 -0.85058 -1.35176
H -1.47522 -1.72204 -1.60248
H -2.64066 -0.87074 -1.86312
O 0.78216 -2.23178 -1.45418
H 0.84778 -1.29315 -1.21711
H 0.85427 -2.64314 -0.58332
O -2.08796 2.00325 0.76785
H -1.58567 2.81872 0.58243
H -1.95957 1.60516 -0.10729
O 0.70264 1.59692 -1.43458
H 0.44552 2.50844 -1.26214
H 0.96157 1.32495 -0.55284
O -2.01954 -0.32873 2.18305
H -2.84914 -0.37354 2.66415
H -2.13630 0.49743 1.67899
O 3.95159 1.73473 -0.32832
H 4.18626 0.78806 -0.39560
H 4.80774 2.08343 -0.59476
O 0.60563 -2.29248 1.34707
H -0.13317 -1.67898 1.29694
H 0.56565 -2.67593 2.22702
```

Properties
2S+1   1
SMILES   O.O.O.O.O.O.O
Relative energy (zero: lowest compared OMol25 entry of this formula, charge and spin)   1.726 eV
Gap between HOMO and LUMO   11.202 eV
Energy   -14559.7354 eV